Record 1
DFT (wB97M-V/def2-TZVPD) results for a 2-piece molecular cluster, C3H7NO3 overall at a distorted geometry.

Computed properties:
**LUMO level**: -2.4 eV
**HOMO-LUMO gap**: 8.28 eV
**2S+1**: 1
**HOMO energy**: -10.71 eV
**Energy above the lowest of the compared OMol25 structures with the same formula, charge and spin**: 107.1 kcal/mol

Structure (XYZ):
```
14
Properties=species:S:1:pos:R:3:forces:R:3
O 0.282529 -1.215093 0.691120 0.182 0.952 0.045
C 0.860353 -0.259460 0.200463 2.897 -5.029 -1.313
N 0.456747 0.289648 -1.180817 -0.208 0.703 3.682
C 0.047718 1.152494 -0.006490 -4.541 5.426 -3.383
O -1.103905 1.302931 0.410540 1.017 -1.079 0.022
C 2.357188 -0.030076 0.404165 0.906 -0.433 0.203
H -0.373336 -0.210490 -1.506970 -0.292 -0.193 0.357
H 0.555882 2.124773 -0.003288 1.562 -0.694 0.666
H 2.739656 -0.719364 -0.366638 0.034 0.143 0.242
H 2.818412 -0.365875 1.365354 -0.993 0.365 -0.580
H 2.761186 0.941521 0.115820 -0.433 0.054 0.132
H -1.789485 -1.553106 -0.172365 -0.192 -0.048 0.073
H -2.227574 -0.119291 -0.026256 -0.230 -0.205 -0.115
O -2.488131 -0.951119 -0.460913 0.292 0.040 -0.030
```
Forces are in eV/Å.

Record 2
DFT (wB97M-V/def2-TZVPD) results for C52H38BCl2N14O2Zr as an isolated structure at a distorted geometry.

Computed properties:
**LUMO level (spin up / spin down)**: -0.6 / -0.8 eV
**HOMO-LUMO gap (spin up / spin down)**: 5.64 / 7.19 eV
**2S+1**: 2
**HOMO energy (spin up / spin down)**: -6.26 / -7.98 eV
**Energy above the lowest of the compared OMol25 structures with the same formula, charge and spin**: 0.0 kcal/mol

Structure (XYZ):
```
110
Properties=species:S:1:pos:R:3:forces:R:3
Zr -0.924409 -0.637883 -0.278181 -0.769 -1.387 0.649
Cl -3.434585 -1.497553 5.533595 0.014 0.066 0.649
C -3.194988 -1.709112 3.859453 -0.060 -0.086 -1.305
C -1.901511 -1.737468 3.346637 -0.588 0.012 -0.312
C -1.689236 -1.895449 1.967426 -1.021 -0.221 0.662
N -0.406622 -1.976810 1.392523 0.504 0.143 -0.466
C 0.429376 -2.869980 1.996301 -0.432 -0.637 1.517
O 0.198398 -3.412820 3.091812 0.396 0.479 -1.353
C 1.594621 -3.353679 1.227671 0.599 -0.868 0.019
C 1.756662 -4.710762 1.047381 -0.180 0.449 0.368
C 2.795066 -5.228667 0.275978 0.019 -0.561 -0.015
C 3.685780 -4.332374 -0.348263 0.154 0.971 0.060
C 3.579215 -2.988848 -0.106655 0.712 -0.852 -0.533
N 2.602476 -2.493434 0.747126 -0.671 0.451 0.102
C -2.811820 -2.007943 1.102582 -0.019 -0.374 0.834
C -4.106744 -2.006819 1.621575 -0.222 0.149 0.675
C -4.310340 -1.850648 2.995194 1.422 0.058 -0.592
Cl -5.894242 -1.803637 3.610591 -0.619 -0.031 0.185
N -2.521030 -2.023033 -0.259281 -0.510 -0.047 -0.834
C -3.380247 -2.486369 -1.217358 -0.918 -0.625 1.625
O -4.471367 -3.032597 -1.015935 1.086 0.562 -0.432
C -2.861540 -2.306940 -2.586849 -0.482 -0.333 -1.919
C -3.581486 -2.872964 -3.662083 0.297 0.198 0.498
C -3.094240 -2.703705 -4.948104 -0.125 -0.043 0.072
C -1.929065 -1.959113 -5.137501 -0.123 -0.076 0.068
C -1.298113 -1.427364 -4.027945 -0.076 -0.047 0.422
N -1.755990 -1.601475 -2.771418 -0.028 -0.224 -0.090
H -1.052700 -1.679865 4.012231 -0.119 0.052 0.002
H 1.005136 -5.349300 1.510590 0.221 0.109 -0.151
H 2.905195 -6.299859 0.147657 -0.039 0.159 -0.008
H 4.480201 -4.669767 -1.013963 -0.240 0.051 0.208
H 4.265056 -2.245459 -0.499481 -0.176 -0.148 0.038
H -4.946766 -2.143448 0.944602 0.207 0.114 0.311
H -4.490716 -3.423189 -3.426117 0.244 0.112 -0.148
H -3.625991 -3.147604 -5.787566 0.150 0.129 0.111
H -1.501743 -1.781840 -6.122280 -0.156 -0.091 0.190
H -0.392387 -0.843519 -4.159026 -0.010 0.001 0.176
C 0.298854 -3.724567 -1.600986 -0.455 -0.944 -0.107
C 1.037858 -2.518720 -2.015929 0.691 1.443 -0.741
C 2.113519 -2.402204 -2.941062 -0.614 0.975 0.579
C 2.306856 -1.021784 -3.102684 -0.843 -0.643 0.558
N 1.393488 -0.344736 -2.343670 0.899 -2.767 -0.013
N 0.655030 -1.281556 -1.628227 1.669 0.100 -1.616
B 1.033606 1.135516 -2.336482 -0.024 -0.174 -0.105
N 1.293063 1.642879 -0.942032 0.245 0.612 2.467
C 1.846182 2.769221 -0.441193 -0.188 -0.442 1.130
C 1.718803 2.769664 0.962012 -0.257 -0.578 -1.298
C 1.020671 1.572724 1.259417 0.680 0.869 -0.904
C 0.608317 1.100826 2.596521 -0.198 -0.044 0.750
N 0.770934 0.903072 0.129337 0.415 0.805 -0.704
N -0.455741 1.320669 -2.630359 -2.815 0.892 -0.797
C -1.046940 2.067983 -3.622369 -0.153 -0.700 0.728
C -2.428171 2.046276 -3.452054 0.517 -0.492 0.645
C -2.653975 1.266552 -2.282590 1.747 0.515 -0.826
C -3.935633 0.898455 -1.662075 -1.079 0.001 0.106
N -1.459923 0.857447 -1.802174 0.099 1.288 -1.273
N 1.764273 1.770508 -3.481197 0.706 0.868 -1.609
C 2.311522 3.004418 -3.713541 -0.060 -0.362 -0.654
C 2.508083 3.158129 -5.080399 -0.449 -0.864 0.359
C 2.015430 1.932415 -5.656187 0.117 0.855 2.107
C 1.934003 1.560154 -7.079125 -0.186 -0.408 -0.629
N 1.570972 1.128932 -4.688879 0.198 0.554 -0.335
H 0.987664 -4.522116 -1.295196 -0.210 0.310 -0.034
H -0.417519 -3.524811 -0.786908 0.326 -0.129 -0.348
H -0.260756 -4.144403 -2.465293 0.185 0.424 0.380
H 2.652438 -3.220027 -3.407414 -0.112 0.305 0.107
H 2.998813 -0.491048 -3.739075 -0.145 -0.104 0.136
H 2.323409 3.488376 -1.088058 -0.088 -0.077 0.227
H 2.069245 3.513003 1.662692 -0.021 -0.085 -0.127
H 1.382118 1.326302 3.346893 -0.262 -0.068 -0.401
H -0.300338 1.631761 2.912138 0.286 -0.215 -0.146
H 0.409120 0.021336 2.599440 0.012 0.345 0.032
H -0.449545 2.542152 -4.389230 -0.071 -0.065 0.159
H -3.193211 2.501553 -4.071850 0.297 -0.041 0.154
H -4.668656 1.717783 -1.839438 0.429 -0.583 0.189
H -4.359637 -0.022294 -2.118690 0.253 0.472 0.257
H -3.817145 0.746196 -0.579112 -0.151 0.031 -0.381
H 2.532597 3.683328 -2.907475 0.005 -0.006 -0.193
H 2.934524 4.002229 -5.611651 -0.087 -0.185 0.243
H 2.537611 2.253359 -7.681925 -0.244 -0.342 0.075
H 2.290009 0.525704 -7.212823 -0.065 0.419 -0.107
H 0.883067 1.589496 -7.423414 0.494 0.060 0.044
N 6.107840 3.945309 6.345130 -1.481 -2.090 -2.139
C 5.586451 3.200159 5.594655 1.915 2.724 2.843
C 4.971109 2.299825 4.701064 -0.256 -0.349 -0.557
C 4.104519 1.321127 5.189155 -0.076 -0.078 -0.050
C 3.514540 0.440554 4.303214 0.019 -0.150 0.018
C 3.800970 0.527826 2.928745 0.494 0.509 0.424
C 4.670622 1.520319 2.447051 -0.067 0.051 0.109
C 5.252092 2.409457 3.337346 0.006 -0.036 -0.194
C 3.266865 -0.429523 2.049931 -0.470 -0.575 -0.586
C 2.833986 -1.329934 1.375166 0.488 -0.104 0.353
H 3.919809 1.256239 6.258737 -0.014 0.004 -0.226
H 2.840764 -0.343051 4.659901 0.256 0.268 -0.141
H 4.870383 1.577852 1.375883 -0.042 -0.001 0.349
H 5.930535 3.195282 2.998925 -0.225 -0.293 0.057
N -3.933125 5.436903 7.201294 0.522 -1.919 -2.586
C -3.734385 4.741853 6.270412 -0.764 2.619 3.543
C -3.472552 3.914587 5.165546 0.135 -0.524 -1.060
C -3.828381 4.350119 3.877909 0.030 -0.141 0.156
C -3.542343 3.555929 2.782492 0.168 -0.379 0.022
C -2.895021 2.310767 2.963667 -0.458 1.052 1.181
C -2.563613 1.886258 4.267503 -0.027 -0.044 -0.352
C -2.846749 2.681813 5.360947 -0.028 -0.035 0.094
C -2.510526 1.523402 1.873102 1.357 -2.150 -3.008
C -2.024962 0.821642 0.961634 -1.412 2.158 2.431
H -4.326293 5.311474 3.769582 0.125 -0.207 -0.042
H -3.799250 3.870860 1.770516 0.070 -0.048 0.315
H -2.072006 0.922064 4.385391 -0.144 0.215 0.045
H -2.595459 2.362031 6.374526 -0.057 0.079 -0.364
```
Forces are in eV/Å.

Record 3
DFT (wB97M-V/def2-TZVPD) results for C19H19BrF4N6V as an isolated structure at a distorted geometry.

Computed properties:
**LUMO level (spin up / spin down)**: -0.4 / -0.6 eV
**HOMO-LUMO gap (spin up / spin down)**: 6.55 / 7.47 eV
**2S+1**: 4
**HOMO energy (spin up / spin down)**: -6.90 / -8.04 eV
**Energy above the lowest of the compared OMol25 structures with the same formula, charge and spin**: 20.7 kcal/mol

Structure (XYZ):
```
50
Properties=species:S:1:pos:R:3:forces:R:3
V 0.401797 -0.087915 -0.232326 -1.793 -1.756 0.995
C 0.105947 -2.702017 3.652660 0.019 0.019 0.044
C -0.189940 -1.711001 2.532078 0.088 0.000 -0.079
N 0.747306 -1.701422 1.386940 0.364 -0.238 -0.278
C 0.783785 -3.002595 0.666479 0.211 0.054 0.384
C 1.827229 -4.025209 1.109956 0.019 -0.008 -0.014
C 2.078485 -1.164534 1.744406 -0.173 0.289 0.095
C 1.985308 0.372623 2.048239 -0.611 -0.162 0.106
N 0.811532 0.913856 1.361018 0.612 0.888 1.006
C -0.192849 1.586972 1.998163 0.453 -0.556 -0.230
C -1.509492 1.332395 1.590104 -0.129 -0.330 -0.092
F -1.697574 0.268626 0.723874 0.148 0.349 0.171
C -2.605265 1.977863 2.100225 -0.110 -0.055 -0.067
F -3.824194 1.642338 1.656814 0.020 0.047 0.033
C -2.456019 2.930984 3.088795 -0.126 0.099 0.080
C -1.175173 3.156883 3.551585 0.061 0.092 0.124
F -0.971723 4.057699 4.524558 -0.051 -0.006 -0.027
C -0.072983 2.501704 3.040121 0.071 0.232 0.177
F 1.148098 2.789052 3.530335 0.037 0.063 -0.014
H -0.577776 -2.506913 4.481912 0.037 -0.020 -0.050
H 1.122533 -2.602965 4.039817 -0.047 0.002 -0.024
H -0.045424 -3.734878 3.340718 -0.003 -0.009 -0.006
H -0.212560 -0.702890 2.940270 0.018 0.005 -0.003
H -1.183941 -1.905942 2.130037 -0.060 0.018 -0.032
H 0.942799 -2.804728 -0.393607 0.033 0.102 -0.178
H -0.215265 -3.429076 0.743201 -0.073 -0.025 -0.001
H 2.841970 -3.632571 1.018276 -0.060 -0.023 -0.010
H 1.758158 -4.905914 0.467668 -0.010 0.030 0.036
H 1.683265 -4.348353 2.138179 0.010 0.001 0.029
H 2.731706 -1.335084 0.888035 0.028 0.024 -0.001
H 2.527644 -1.685099 2.594579 0.016 -0.034 0.044
H 2.907077 0.841749 1.698281 0.084 0.035 0.009
H 1.934364 0.539522 3.125702 -0.004 -0.047 0.014
H -3.303179 3.471435 3.487678 0.054 -0.046 -0.014
Br 3.899744 3.541248 -2.579402 0.028 0.113 -0.020
C 3.424843 1.738204 -2.372442 0.056 0.146 0.108
C 3.977232 0.765863 -3.182821 0.096 -0.056 -0.136
C 3.606145 -0.546325 -2.955615 0.055 -0.128 -0.038
C 2.685883 -0.825792 -1.965525 -0.049 0.116 0.026
N 2.112937 0.124293 -1.207484 1.711 0.163 -0.925
C 2.515346 1.397079 -1.394285 -0.098 -0.229 0.073
H 4.677377 1.030253 -3.965080 -0.028 -0.020 0.057
H 4.021608 -1.352527 -3.545033 -0.025 0.027 0.011
H 2.376524 -1.843481 -1.777295 -0.057 -0.079 0.002
H 2.074423 2.143569 -0.748980 -0.093 0.007 0.013
N -1.398902 3.634829 -5.169482 -0.039 -0.113 0.157
C -1.542732 2.948254 -4.248571 0.288 -0.237 0.255
N -1.795433 2.171256 -3.209003 -0.622 0.338 -0.275
C -1.062415 1.545776 -2.417188 0.601 -0.215 -0.016
N -0.453514 0.899995 -1.635013 -0.960 1.132 -1.521
```
Forces are in eV/Å.

Q: Among the records above, which one has the lowest energy above the lowest of the compared OMol25 structures with the same formula, charge and spin?
A: C52H38BCl2N14O2Zr